No. 1
DFT (ωB97M-V with the def2-TZVPD basis set) results for 8 unconnected molecules or ions with the total composition C41H96F6N8O15S6 at a distorted geometry.

Output
Maximum force, eV/Å: 6.583
Molar mass, g/mol: 1247.7
Spin multiplicity: 1
Energy, a.u.: -6174.0006
Net charge: +2

Each line ends with the Mulliken charge.
Positions of all 172 atoms, in Å:
C (-10.78920, 19.70558, 4.92644)  -1.405
C (-9.88444, 20.82003, 4.40188)  0.357
N (-9.01776, 20.49853, 3.16569)  0.507
C (-7.94609, 19.51914, 3.54483)  -0.980
C (-9.90627, 19.78165, 2.18907)  -0.750
C (-11.10053, 20.54132, 1.66399)  -0.620
C (-8.45479, 21.81908, 2.66754)  -0.623
C (-7.80003, 22.69198, 3.70646)  0.182
O (-6.80290, 22.02104, 4.43874)  -0.401
C (-6.22103, 22.78980, 5.45271)  -0.741
H (-11.45873, 19.28823, 4.17270)  0.427
H (-11.28239, 19.93325, 5.86402)  0.009
H (-10.16847, 18.81112, 5.04928)  0.388
H (-9.16524, 21.09397, 5.17293)  0.440
H (-10.39674, 21.73906, 4.12232)  -0.277
H (-8.48718, 18.68208, 3.98773)  0.452
H (-7.22244, 19.89677, 4.25518)  0.238
H (-7.50829, 19.05397, 2.66301)  0.413
H (-10.15034, 18.79092, 2.56368)  0.616
H (-9.29036, 19.53551, 1.31818)  0.544
H (-10.90740, 21.07526, 0.73175)  0.360
H (-11.39897, 21.33795, 2.35141)  -0.231
H (-11.97481, 19.92194, 1.47675)  0.343
H (-9.29476, 22.38860, 2.26928)  0.145
H (-7.82751, 21.46556, 1.84725)  0.516
H (-8.54475, 23.01381, 4.43691)  -0.344
H (-7.40739, 23.56366, 3.17127)  0.682
H (-5.41360, 23.45346, 5.13699)  0.349
H (-5.69067, 22.11070, 6.13406)  0.399
H (-6.86574, 23.26994, 6.19620)  0.171
C (-12.80038, 25.03889, -3.04977)  -1.086
C (-12.74794, 26.39760, -3.74947)  -0.539
N (-11.27234, 26.81225, -3.94645)  0.253
C (-11.34104, 28.22836, -4.51135)  -1.058
C (-10.53410, 27.04294, -2.58996)  -0.999
C (-11.31961, 27.87467, -1.59988)  -0.185
C (-10.46453, 25.85492, -4.75059)  -0.641
C (-11.01318, 25.44166, -6.12969)  -0.847
O (-11.62421, 26.52748, -6.78017)  -0.276
C (-11.85629, 26.38066, -8.17273)  -0.850
H (-12.42205, 24.27843, -3.72668)  0.315
H (-13.78242, 24.83843, -2.62375)  0.477
H (-12.18824, 25.05758, -2.14551)  0.093
H (-13.23033, 27.21081, -3.21855)  0.616
H (-13.07471, 26.35506, -4.78702)  0.554
H (-10.31198, 28.54966, -4.63153)  0.397
H (-12.01772, 28.89224, -3.98483)  0.421
H (-11.84123, 28.11779, -5.47311)  0.365
H (-9.58153, 27.54043, -2.76421)  0.394
H (-10.31087, 26.03064, -2.25306)  0.430
H (-12.28352, 27.50090, -1.25553)  0.204
H (-11.44278, 28.88164, -1.98819)  0.387
H (-10.70435, 27.92847, -0.70222)  -0.121
H (-10.26047, 24.94973, -4.18293)  0.401
H (-9.50791, 26.34970, -4.92215)  0.529
H (-11.80111, 24.68325, -6.05673)  0.375
H (-10.15025, 25.08620, -6.70108)  0.524
H (-12.32766, 27.32932, -8.42052)  0.272
H (-12.44069, 25.54112, -8.55546)  0.309
H (-10.90832, 26.33920, -8.72000)  0.350
C (-9.84790, 26.63111, 3.80976)  -0.529
C (-10.58272, 25.40823, 3.34599)  -1.070
O (-10.38743, 24.28931, 3.70350)  0.071
N (-11.59380, 25.58722, 2.23684)  1.555
H (-12.53737, 25.25489, 2.51209)  0.631
H (-11.64056, 26.62426, 2.12253)  0.027
C (-11.17243, 24.87759, 0.97677)  -0.898
H (-10.66282, 27.28082, 4.13705)  0.536
H (-9.17406, 27.11577, 3.10691)  0.572
H (-9.25925, 26.22986, 4.63420)  -0.247
H (-11.34026, 23.81638, 1.11238)  -0.325
H (-10.15793, 25.16167, 0.70483)  0.395
H (-11.81429, 25.36799, 0.24577)  0.924
C (-10.07113, 24.28826, 7.22425)  -1.028
C (-11.54960, 24.57221, 7.00161)  0.826
C (-12.48304, 24.03207, 8.08718)  -1.036
C (-12.40116, 22.54345, 8.33524)  -0.342
N (-13.57726, 21.91221, 9.08440)  0.471
C (-14.67902, 21.60629, 8.06392)  -0.621
C (-14.13334, 20.48160, 7.19488)  -0.442
C (-13.33780, 19.63381, 8.20630)  -0.602
C (-13.15093, 20.48552, 9.43021)  -0.788
C (-14.11266, 22.70890, 10.26947)  -0.974
C (-12.99104, 22.98734, 11.25387)  0.009
C (-13.52913, 23.41790, 12.63015)  -1.494
H (-9.47746, 24.73244, 6.42024)  -0.274
H (-9.77582, 23.23462, 7.13770)  0.298
H (-9.59811, 24.63989, 8.14263)  0.546
H (-11.87467, 24.19405, 6.03419)  -0.706
H (-11.69752, 25.65282, 6.99642)  0.472
H (-13.49522, 24.36966, 7.85273)  0.285
H (-12.25794, 24.57641, 9.00909)  0.348
H (-11.44724, 22.16278, 8.70343)  0.477
H (-12.38514, 22.01725, 7.37595)  -0.056
H (-15.64017, 21.42380, 8.54536)  0.599
H (-14.93100, 22.49630, 7.48106)  0.393
H (-15.02614, 20.03856, 6.74222)  0.608
H (-13.59279, 20.68340, 6.26990)  0.049
H (-13.95206, 18.76223, 8.43082)  0.322
H (-12.41234, 19.29135, 7.74729)  0.236
H (-13.80790, 20.20653, 10.26010)  0.570
H (-12.20214, 20.27723, 9.92860)  0.450
H (-14.82788, 21.95908, 10.62282)  0.586
H (-14.73645, 23.52975, 9.92340)  0.498
H (-12.50592, 23.90564, 10.92034)  0.097
H (-12.29968, 22.15382, 11.33182)  0.372
H (-12.66679, 23.81674, 13.16434)  0.389
H (-13.79174, 22.54365, 13.23573)  0.380
H (-14.41285, 24.04813, 12.68674)  0.372
C (-9.33386, 28.01532, 6.57024)  1.593
C (-9.86843, 28.95988, 7.64623)  -1.635
C (-9.31771, 30.39108, 7.56984)  -1.013
C (-10.05779, 31.14697, 6.47979)  -0.535
N (-9.27097, 32.33792, 5.95942)  0.822
C (-8.04087, 31.94531, 5.13629)  0.229
C (-6.85386, 32.84983, 5.53564)  -0.793
C (-7.56665, 33.96996, 6.30810)  -0.737
C (-8.69835, 33.28350, 7.03641)  -0.699
C (-10.24065, 33.28038, 5.21072)  -1.046
C (-11.15278, 32.69112, 4.16667)  0.220
C (-12.32997, 33.65631, 3.95997)  -1.697
H (-8.27500, 28.14269, 6.34079)  -0.892
H (-9.84707, 28.09362, 5.60731)  -0.724
H (-9.52335, 26.97647, 6.84716)  0.337
H (-9.44855, 28.53711, 8.56429)  0.556
H (-10.94685, 28.96743, 7.80916)  0.390
H (-8.25202, 30.31649, 7.34348)  0.706
H (-9.41328, 30.94878, 8.50178)  0.491
H (-11.00564, 31.56494, 6.81351)  0.507
H (-10.16986, 30.53213, 5.58598)  0.095
H (-8.31696, 32.00144, 4.08799)  0.403
H (-7.87825, 30.93257, 5.49484)  -0.320
H (-6.36585, 33.28991, 4.66989)  0.386
H (-6.10281, 32.40818, 6.18491)  0.340
H (-7.88449, 34.81639, 5.69805)  0.310
H (-6.94901, 34.47464, 7.05553)  0.495
H (-9.48659, 33.92332, 7.41776)  0.405
H (-8.28485, 32.63322, 7.80520)  0.483
H (-9.68184, 34.05867, 4.69551)  0.378
H (-10.89366, 33.65466, 5.99703)  0.364
H (-11.60097, 31.74691, 4.47671)  0.026
H (-10.68978, 32.53010, 3.19460)  0.312
H (-11.98944, 34.68943, 3.83475)  0.411
H (-13.16469, 33.56765, 4.65282)  0.400
H (-12.79346, 33.53344, 2.97677)  0.405
N (-13.69179, 24.10737, 3.15712)  -0.350
S (-14.46416, 24.34081, 4.49063)  0.789
O (-14.24801, 23.37313, 5.51851)  -0.411
O (-15.73315, 25.01255, 4.36985)  -0.673
F (-13.58610, 25.59786, 4.96290)  -0.319
S (-14.82915, 22.93917, 2.56519)  0.886
O (-16.14954, 23.34441, 2.25521)  -0.577
O (-14.59615, 21.58279, 2.96634)  -0.572
F (-14.14016, 23.02167, 1.09125)  -0.278
N (-5.11648, 27.26394, 5.59487)  -0.589
S (-6.34536, 26.73057, 6.66673)  0.922
O (-7.34391, 25.85907, 6.09051)  -0.109
O (-6.85278, 27.67730, 7.63156)  -0.477
F (-5.47639, 25.73501, 7.55529)  -0.310
S (-6.05304, 27.98807, 4.65523)  0.935
O (-6.72276, 29.14193, 5.22183)  -0.375
O (-6.83165, 27.21036, 3.74039)  -0.589
F (-4.99494, 28.69338, 3.68537)  -0.319
N (-11.75264, 28.32293, 1.65448)  -0.502
S (-13.21934, 29.17537, 1.75485)  0.717
O (-13.84697, 29.20761, 0.46134)  -0.609
O (-13.30592, 30.27749, 2.66464)  -0.484
F (-13.93175, 27.93152, 2.43826)  -0.185
S (-10.76481, 29.48852, 1.80530)  0.610
O (-10.28911, 29.88689, 3.10809)  -0.147
O (-10.80750, 30.49299, 0.77336)  -0.703
F (-9.54254, 28.56925, 1.24336)  -0.425

Forces on atoms 1 to 2 (eV/Å):
C 1.036 -1.145 -1.376
C 0.272 0.378 0.354



No. 2
DFT (ωB97M-V with the def2-TZVPD basis set) results for a molecular structure, C42H102AsF6N10O6 at a distorted geometry.

Output
Maximum force, eV/Å: 4.969
Molar mass, g/mol: 1032.3
Spin multiplicity: 1
Energy, a.u.: -5495.4836
Net charge: -1

Each line ends with the Mulliken charge.
Positions of all 167 atoms, in Å:
As (-1.65589, 0.06742, -0.52673)  2.039
F (-1.72382, 0.27720, 1.27265)  -0.502
F (-0.18038, 1.14659, -0.51333)  -0.515
F (-1.40053, -0.16469, -2.29345)  -0.495
F (-3.11534, -0.91805, -0.52192)  -0.471
F (-2.72080, 1.51338, -0.87774)  -0.525
F (-0.55579, -1.39428, -0.26900)  -0.534
C (-0.99615, -1.01976, -10.77595)  -1.295
C (-1.09437, 0.49198, -11.11258)  -0.249
N (-1.63415, 1.42735, -10.02703)  -0.043
C (-0.68178, 1.35684, -8.83630)  -0.685
C (0.56566, 2.27637, -9.12239)  -1.009
C (-2.00988, 2.75301, -10.36666)  -0.420
C (-3.33871, 2.77939, -11.17865)  -1.356
H (0.04842, -1.26834, -10.58840)  0.282
H (-1.26279, -1.59121, -11.66503)  0.395
H (-1.68115, -1.19405, -9.94619)  0.351
H (-0.11766, 0.93386, -11.30982)  0.229
H (-1.86241, 0.69036, -11.86016)  0.362
H (-1.20345, 1.76780, -7.97196)  0.374
H (-0.31858, 0.37709, -8.52603)  0.337
H (0.28713, 3.27917, -8.79849)  0.278
H (1.38306, 2.09085, -8.42558)  0.375
H (1.00597, 2.18341, -10.11514)  0.279
H (-1.19481, 3.20623, -10.93090)  0.310
H (-2.16439, 3.44031, -9.53488)  0.406
H (-3.15683, 2.55919, -12.23057)  0.319
H (-3.82414, 3.75500, -11.20356)  0.407
H (-3.95799, 2.00700, -10.72259)  0.353
C (5.52539, 9.62866, 0.18262)  -1.320
C (4.26494, 8.70434, -0.10431)  -0.550
N (4.48736, 7.53014, -0.97376)  0.005
C (5.47543, 6.70412, -0.33493)  -0.678
C (5.04578, 6.11609, 1.01122)  -1.079
C (3.24589, 6.81575, -1.26889)  -0.346
C (3.38620, 5.95562, -2.56267)  -1.194
H (5.35862, 10.57800, 0.69158)  0.382
H (5.90781, 9.92435, -0.79433)  0.370
H (6.39718, 9.08936, 0.55305)  0.281
H (3.74897, 8.49206, 0.83206)  0.393
H (3.61277, 9.33944, -0.70383)  0.462
H (5.54905, 5.77141, -0.89414)  0.216
H (6.47598, 7.11727, -0.46263)  0.462
H (4.20094, 5.42741, 1.01939)  0.272
H (5.87642, 5.59557, 1.48788)  0.435
H (4.97813, 7.00083, 1.64428)  0.277
H (2.53738, 7.61041, -1.50263)  0.404
H (2.86723, 6.16677, -0.47925)  0.233
H (2.46193, 5.38731, -2.66681)  0.383
H (4.27151, 5.32819, -2.45951)  0.281
H (3.60418, 6.64747, -3.37627)  0.312
C (0.09650, -5.12327, 10.61800)  -1.217
C (1.05004, -5.91760, 9.76987)  -0.495
N (0.72718, -5.59861, 8.35215)  0.219
C (1.02288, -6.76742, 7.51557)  -0.403
C (-0.09877, -7.85696, 7.65081)  -1.277
C (1.53462, -4.40597, 7.87537)  -0.692
C (0.95906, -3.75885, 6.57755)  -1.139
H (0.51031, -5.07327, 11.62516)  0.373
H (-0.89763, -5.53895, 10.78243)  0.296
H (-0.11159, -4.12537, 10.23200)  0.298
H (2.10058, -5.68094, 9.93857)  0.349
H (0.87847, -6.97202, 9.98633)  0.374
H (1.89112, -7.34077, 7.84044)  0.248
H (0.95470, -6.59738, 6.44107)  0.313
H (-1.13850, -7.53162, 7.61597)  0.259
H (0.06934, -8.42632, 8.56496)  0.318
H (0.06092, -8.57816, 6.84926)  0.421
H (1.67061, -3.60462, 8.60164)  0.442
H (2.57798, -4.71054, 7.79328)  0.390
H (0.77643, -4.53280, 5.83206)  0.275
H (0.09595, -3.13283, 6.80394)  0.269
H (1.69430, -3.09443, 6.12358)  0.382
C (9.79444, -0.05300, 2.76983)  -1.422
C (8.65119, -0.45854, 3.56876)  -0.273
N (8.01107, -1.71323, 3.13511)  0.139
C (7.36722, -1.79403, 1.78081)  -0.732
C (6.11669, -0.94631, 1.59222)  -1.000
C (7.19752, -2.43022, 4.13167)  -0.483
C (8.08225, -3.00806, 5.27925)  -1.216
H (9.48991, 0.27281, 1.77524)  0.294
H (10.47611, -0.89988, 2.69094)  0.331
H (10.34180, 0.82764, 3.10594)  0.412
H (8.95148, -0.55402, 4.61221)  0.373
H (7.92605, 0.35414, 3.52613)  0.257
H (8.04269, -1.39017, 1.02666)  0.304
H (7.16809, -2.83228, 1.51534)  0.432
H (5.62069, -1.05163, 0.62733)  0.416
H (5.29594, -1.32005, 2.20442)  0.271
H (6.29827, 0.07625, 1.92312)  0.235
H (6.68359, -3.17744, 3.52700)  0.412
H (6.58166, -1.65599, 4.58926)  0.273
H (8.65979, -3.86509, 4.93277)  0.309
H (7.46290, -3.37294, 6.09863)  0.367
H (8.78471, -2.29954, 5.71815)  0.300
C (-9.49807, -0.68962, 1.21762)  -0.968
C (-10.18638, 0.66035, 1.55425)  0.567
O (-11.42104, 0.76604, 1.43608)  -0.695
N (-9.52010, 1.69531, 1.99254)  -0.129
C (-8.06687, 1.85934, 2.06044)  -0.876
H (-10.21388, -1.45718, 1.51188)  0.293
H (-8.50026, -0.91144, 1.59610)  0.367
H (-9.54442, -0.51318, 0.14299)  0.270
H (-10.12043, 2.42406, 2.35117)  0.254
H (-7.83820, 2.88922, 1.78629)  0.330
H (-7.66623, 1.33974, 1.19003)  0.332
H (-7.54603, 1.55899, 2.96963)  0.255
C (3.09795, -4.17345, -4.00913)  -0.921
C (3.66812, -5.21270, -2.99825)  0.641
O (4.68842, -5.87414, -3.16977)  -0.643
N (2.99603, -5.31706, -1.82025)  -0.164
C (3.22794, -6.27960, -0.77903)  -0.909
H (2.31630, -3.51151, -3.63636)  0.313
H (2.97893, -4.52488, -5.03404)  0.267
H (3.91726, -3.45481, -3.98973)  0.263
H (2.18436, -4.73571, -1.66753)  0.237
H (3.63295, -7.27416, -0.96588)  0.309
H (2.32679, -6.47974, -0.19939)  0.338
H (3.88993, -5.87130, -0.01539)  0.272
C (-1.71399, 7.89530, 2.12943)  -0.933
C (-1.24698, 7.44814, 3.49058)  0.680
O (-1.18741, 8.17714, 4.51611)  -0.657
N (-0.79914, 6.17740, 3.46376)  -0.184
C (-0.09300, 5.59262, 4.51478)  -0.897
H (-2.79799, 7.87565, 2.01687)  0.246
H (-1.37327, 7.17055, 1.39000)  0.288
H (-1.26780, 8.83129, 1.79337)  0.276
H (-0.83716, 5.61070, 2.62860)  0.265
H (0.11618, 4.52986, 4.39274)  0.367
H (-0.68923, 5.55583, 5.42651)  0.274
H (0.85499, 6.12604, 4.58465)  0.277
C (-4.34235, -5.07516, 4.30651)  -0.996
C (-5.24287, -5.13135, 5.55093)  0.722
O (-6.50216, -5.08335, 5.49932)  -0.697
N (-4.58950, -5.16813, 6.65922)  -0.111
C (-5.28102, -5.19106, 7.95375)  -0.961
H (-3.40682, -4.53026, 4.43296)  0.302
H (-4.92873, -4.30481, 3.80570)  0.295
H (-4.18880, -5.93660, 3.65655)  0.260
H (-3.58527, -5.06132, 6.67394)  0.217
H (-4.81729, -4.51348, 8.67065)  0.349
H (-5.13194, -6.15401, 8.44222)  0.289
H (-6.29192, -4.79515, 7.85662)  0.328
C (-5.91438, 4.88271, -5.67004)  -1.033
C (-5.24873, 6.18769, -5.68898)  0.731
O (-5.86956, 7.16529, -6.03860)  -0.629
N (-3.97228, 6.29841, -5.18696)  -0.220
C (-3.31817, 7.58634, -4.93091)  -0.814
H (-5.69703, 4.45544, -6.64897)  0.239
H (-7.00091, 4.93946, -5.60413)  0.288
H (-5.67318, 4.12601, -4.92350)  0.344
H (-3.61323, 5.48039, -4.71576)  0.235
H (-3.11274, 7.76075, -3.87474)  0.275
H (-3.99506, 8.38107, -5.24446)  0.310
H (-2.44124, 7.49228, -5.57141)  0.276
C (-3.46871, -6.38020, -3.38777)  -1.059
C (-4.16198, -7.57936, -4.07590)  0.621
O (-4.03131, -8.67338, -3.65151)  -0.591
N (-5.09166, -7.33125, -5.05750)  -0.196
C (-5.30302, -6.04437, -5.72205)  -0.830
H (-4.21094, -6.01937, -2.67575)  0.294
H (-3.19654, -5.59026, -4.08778)  0.336
H (-2.67261, -6.66154, -2.69844)  0.297
H (-5.39129, -8.16576, -5.54115)  0.233
H (-4.71081, -5.95128, -6.63239)  0.255
H (-5.20520, -5.22851, -5.00588)  0.343
H (-6.30506, -6.18869, -6.12604)  0.299

Forces on atoms 1 to 2 (eV/Å):
As 1.574 0.508 -0.091
F -0.268 -0.138 -1.952